26
Properties=species:S:1:pos:R:3:forces:R:3:lowdin_charge:R:1 method="wB97M-V/def2-TZVPD" homo_lumo_gap_ev="8.37 / 8.37" e_homo_ev="-8.3 / -8.3" lumo_ev="0.02 / 0.02" energy_ev=-24379.3714 smiles="C=[S@](C)(=O)n1cc(C)c(CC)n1"
C 0.211525 -1.063486 0.945256 -0.606 0.233 1.207 -0.063
C 0.453315 0.207147 1.413080 -2.285 -1.614 -1.208 -0.234
C -0.012342 1.032564 0.332306 1.610 1.165 1.319 -0.251
C -3.162163 -2.381621 -1.873124 2.259 -0.805 -1.001 -0.048
C 0.793343 0.442870 2.826634 0.957 -0.276 0.663 -0.053
C 1.685186 2.885881 0.348190 -1.512 2.186 -2.631 -0.096
C 0.026802 -1.936228 -2.648420 -0.728 3.076 -1.440 -0.198
C 0.202351 2.554485 0.380610 -0.923 -1.470 1.757 -0.203
N -0.375336 0.304708 -0.694236 -1.099 0.271 -0.503 0.088
N -0.337794 -0.983495 -0.276720 -0.119 0.843 -1.021 -0.293
O -0.417074 -3.395429 -0.661730 -0.307 -1.302 0.373 -0.409
S -1.021991 -2.247280 -1.293505 -0.951 -0.243 1.181 0.876
H 0.190621 -1.915154 1.579566 0.194 -0.918 -0.180 0.124
H -3.645636 -3.203958 -1.310378 0.688 0.595 0.576 -0.046
H -3.311835 -1.390874 -1.523126 -0.709 0.975 0.570 -0.100
H 1.416111 -0.454353 3.182356 -1.265 1.422 0.021 0.117
H 1.458952 1.245878 2.707909 1.520 1.217 0.745 0.027
H 0.034339 0.873549 3.541595 0.337 -1.153 -0.851 0.106
H 1.673699 4.043163 0.163299 0.825 -2.112 0.433 0.113
H 2.046328 2.335753 -0.545370 0.517 0.639 0.619 0.088
H 2.168196 2.602496 1.243007 0.736 -0.161 0.779 0.039
H -0.480170 -1.422189 -3.497148 0.028 0.227 0.917 0.082
H 0.820510 -1.268652 -2.239611 -0.191 -1.122 -0.724 0.081
H 0.210156 -2.858685 -3.109838 0.975 -1.581 0.023 0.047
H -0.399068 3.057995 -0.330493 -0.207 0.397 -1.226 0.087
H -0.228023 2.934915 1.339892 0.258 -0.489 -0.401 0.119